[1]
51
Properties=species:S:1:pos:R:3:forces:R:3:mulliken_spin:R:1 method="wB97M-V/def2-TZVPD" s_squared=8.80 spin_multiplicity=6 gap_ev="8.6 / 5.8" total_charge=+1 e_homo_ha="-0.468 / -0.473" lumo_ev="-4.1 / -7.0"
Os -0.3629 0.7584 -0.5308 -1.38 -2.15 -0.36 3.6184
As 0.8976 -3.1358 -1.9818 0.75 -1.01 -0.55 0.0013
F -0.0230 -3.2187 -0.4076 0.94 0.42 -1.20 0.0024
F 0.5317 -1.3137 -2.1119 -0.33 0.10 0.92 0.0644
F -0.6118 -3.3334 -2.7862 0.16 0.03 0.00 0.0013
F 1.4902 -2.6925 2.4935 -0.35 0.71 0.33 0.0157
F 1.8212 -2.9119 -3.4691 -1.00 -0.33 1.13 0.0021
F 2.3446 -2.6633 -1.1001 -0.93 -0.44 0.04 0.0020
F 4.9125 0.9681 0.7502 -1.00 -0.51 0.35 -0.0063
F 2.5896 0.4831 -0.5539 0.44 -0.66 0.28 0.0068
F 1.1739 -4.9005 -1.9842 -0.13 2.34 0.36 0.0000
F 3.6733 -2.1463 4.0228 -0.95 1.28 -1.35 -0.0056
O 1.8118 2.8215 -0.6726 -3.47 -1.10 -1.53 0.0988
N -2.2147 0.0334 0.0745 -3.95 -0.54 1.03 0.0730
N 0.3985 -0.3464 0.9608 1.67 -1.62 0.70 0.3084
C -2.8281 2.3173 1.0339 0.20 0.14 -0.28 0.0379
C 2.7917 -0.0859 0.6404 0.55 2.10 -0.94 0.0797
C 4.1551 -0.2587 2.6345 -0.01 -1.04 -0.94 0.2335
C 1.2233 1.8221 -2.6819 -1.90 -1.16 -0.60 0.0282
C -2.0142 -0.4743 1.4581 -0.61 0.79 1.42 0.0131
C 3.2790 -1.2888 3.0260 0.30 -0.44 0.19 -0.0683
C 1.2205 3.7246 0.2314 -0.47 2.05 -0.02 0.0106
C 3.9505 0.2119 1.3285 0.81 0.36 0.25 -0.0794
C 0.8004 1.9935 -1.2395 6.28 4.70 -2.14 0.1318
C -3.4091 1.1200 0.2362 2.32 -0.84 1.30 -0.0223
C -3.0653 -0.8116 -2.2113 0.05 0.96 1.53 0.0483
C 1.7020 -0.7021 1.2517 -1.54 1.04 -1.01 0.1677
C 2.1174 -1.5279 2.2797 0.96 -2.49 2.77 0.1372
C -0.6588 -1.0740 1.6769 0.68 0.36 0.23 0.0004
C -2.8298 -1.1368 -0.6872 -1.09 0.18 -1.31 0.0160
H -3.1266 0.3049 -2.2916 0.03 -0.88 -0.29 -0.0029
H 0.6770 0.9150 -3.0403 0.67 0.43 -0.24 0.0114
H -2.1995 -2.0205 -0.5829 0.12 0.12 0.09 -0.0048
H -3.8304 -1.3489 -0.2211 1.01 0.21 -0.14 -0.0052
H -0.5997 -2.0881 1.3579 -0.03 -0.92 -0.15 0.0143
H 5.1072 -0.0756 3.1306 -0.34 -0.04 0.02 0.0026
H -4.2420 0.5491 0.6992 0.44 0.62 -0.37 -0.0004
H 0.4442 4.4347 -0.2764 1.34 -1.37 0.83 0.0006
H -4.0539 -1.2009 -2.5321 0.97 -0.03 -0.07 0.0016
H 0.9078 2.6385 -3.3910 0.38 -0.39 1.10 0.0111
H 2.2910 1.6407 -2.7054 0.21 0.11 -0.13 0.0184
H -2.1885 -1.1598 -2.7559 -0.41 -0.16 -0.42 -0.0037
H 0.7612 3.1840 1.0567 -0.13 0.07 0.29 -0.0037
H -2.0536 2.7372 0.3618 0.13 -0.10 0.45 -0.0142
H -0.4093 -0.9782 2.7217 -0.09 -0.39 0.57 0.0279
H -3.5742 1.4504 -0.7644 -0.69 0.10 -0.49 0.0294
H -2.7879 -1.2457 1.7207 0.57 0.84 -0.27 0.0077
H -3.5402 3.1511 1.0710 -0.10 -0.41 0.32 0.0032
H 2.0670 4.3332 0.5602 -0.40 0.03 0.32 0.0010
H -2.1377 0.4180 2.1401 0.14 -1.42 -0.62 -0.0166
H -2.3792 2.1294 2.0604 -0.86 0.32 -1.37 0.0049

[2]
80
Properties=species:S:1:pos:R:3:forces:R:3:mulliken_spin:R:1 method="wB97M-V/def2-TZVPD" s_squared=0.75 spin_multiplicity=2 gap_ev="2.3 / 5.9" total_charge=-1 e_homo_ha="-0.016 / -0.147" lumo_ev="1.9 / 1.9"
P -7.2982 -0.0521 2.3106 2.25 1.44 1.71 0.0004
P 7.3946 0.3066 -4.9112 0.28 2.15 1.16 0.0000
O -2.5143 -0.3918 -1.1401 -1.71 -0.22 -1.68 0.0000
O 8.9747 0.0143 -4.5045 -3.17 1.60 -2.68 0.0000
O -7.3892 -0.7523 1.0455 -1.01 -0.55 -0.66 -0.0012
O 0.0435 2.9974 0.0735 0.25 -0.22 -0.29 0.0001
O -3.1531 -1.8827 3.8310 -0.53 -0.60 -0.35 0.1854
O -3.7660 -0.5026 -2.9774 0.77 -0.02 1.70 0.0000
O 6.8848 1.4925 -3.7980 2.93 -2.41 -2.53 0.0000
O -8.5844 0.6692 2.9455 0.33 -2.65 -1.61 -0.0004
O 7.5654 1.1593 -6.2507 -0.21 1.18 3.38 0.0000
O -0.5137 1.2956 1.2728 0.33 0.29 -0.48 0.0073
O 6.4856 -0.8383 -5.0373 0.58 0.16 0.28 0.0000
O -6.6016 -0.9320 3.4833 -1.43 1.26 -0.18 -0.0185
O -6.2953 1.2372 2.1729 -4.33 -0.57 0.78 -0.0006
O 1.3288 -1.9277 1.6844 1.67 0.40 0.06 -0.0150
O 2.9290 -3.3190 2.0197 0.80 0.87 0.12 0.0139
O -1.0621 -2.2039 4.7203 0.85 -1.40 0.12 0.2466
N 0.0879 1.8102 0.3460 -0.47 -0.56 1.22 0.0089
N -2.0431 -1.4994 4.3483 -0.38 2.20 0.73 0.4850
N -3.5623 -0.6386 -1.7653 0.83 0.05 0.85 -0.0001
N 2.4893 -2.1797 2.0287 -1.91 -0.24 0.26 0.0288
C -4.7323 -1.1512 -0.9723 -0.77 -0.04 -0.04 -0.0107
C 4.7638 1.0716 -2.8299 0.50 0.81 -0.25 -0.0001
C -7.3443 -1.7501 4.4338 0.84 -1.02 -0.54 0.0301
C -4.1873 1.8541 2.7834 -0.28 -0.70 0.69 -0.0175
C -7.4044 -3.1705 3.8351 -0.10 0.64 0.69 -0.0020
C 7.9676 0.6655 -7.4486 -0.38 -1.03 -3.11 0.0000
C -5.0029 1.1136 1.7841 2.59 -0.58 -1.25 -0.0189
C 5.5728 1.9872 -3.7560 -1.05 -0.49 0.95 0.0000
C 9.3270 1.0816 -7.9357 0.57 -0.58 0.89 0.0000
C -1.8484 -0.0255 4.5106 0.03 -2.91 -0.14 -0.0478
C 3.2939 -0.9909 2.6298 -1.65 -1.39 -0.65 0.0176
C 10.4002 -1.6951 -3.7682 0.72 0.43 0.16 0.0000
C 0.8882 0.8918 -0.5178 0.46 1.08 -0.63 0.0006
C -8.5342 1.6232 3.9574 -0.78 1.61 0.00 0.0022
C 9.2129 -0.8223 -3.4274 0.07 -0.97 1.02 0.0000
C -9.8593 1.5770 4.8235 1.67 0.59 -0.66 0.0001
H 0.1770 0.5996 -1.2904 0.19 -0.52 0.15 0.0003
H -9.8801 2.5083 5.3895 0.33 -0.29 0.70 0.0000
H 1.3925 0.0956 0.0299 -0.81 -0.05 0.16 0.0007
H 9.4054 -0.0911 -2.6423 0.24 -0.74 0.74 0.0000
H -4.6130 -1.4052 0.0809 1.12 0.02 -0.27 0.0177
H 7.2325 1.0181 -8.1721 -0.30 -0.36 -0.09 0.0000
H -3.1299 1.7211 2.5548 -0.02 0.31 0.47 0.0115
H -7.9386 -3.1743 2.8850 0.10 0.00 -0.01 0.0004
H 9.5401 2.1357 -7.7576 0.18 -0.16 0.03 0.0000
H 8.0040 -0.4236 -7.4217 -0.55 -0.17 -0.19 0.0000
H 1.6459 1.5313 -0.9707 -0.09 -0.04 -0.11 -0.0008
H 4.7536 0.1024 -3.3287 -0.67 -0.03 0.23 0.0000
H 9.9390 0.3815 -7.3671 1.02 0.74 0.11 0.0000
H -8.3136 -1.3593 4.7433 -0.16 0.32 -0.61 0.0017
H -7.5836 1.6021 4.4902 -0.28 -0.67 0.76 0.0001
H 10.2751 -2.4404 -4.5536 -0.61 0.10 0.04 0.0000
H -5.0973 -2.0238 -1.5141 -0.13 0.30 -0.02 -0.0001
H -5.4688 -0.3483 -0.9417 -0.09 -0.11 -0.50 -0.0001
H 5.2557 0.9550 -1.8643 0.13 0.08 -0.03 0.0000
H -10.8177 1.6532 4.3099 0.38 -0.49 -0.74 0.0000
H -4.5317 1.3508 3.6868 0.91 0.09 0.55 0.0086
H 5.0595 2.0105 -4.7173 0.33 0.11 -0.27 0.0000
H 8.3270 -1.4230 -3.2218 -0.04 -0.01 0.32 0.0000
H 10.8051 -2.2079 -2.8957 -0.06 0.09 0.08 0.0000
H 5.6658 2.9980 -3.3590 -0.12 0.04 -0.10 0.0000
H -4.7563 1.5044 0.7968 -0.77 0.25 -0.48 -0.0002
H -1.2951 0.1521 3.5884 -0.25 1.31 -0.10 0.0439
H 3.5178 -0.3693 1.7628 0.64 -0.13 0.28 -0.0006
H -7.9101 -3.8359 4.5348 -0.09 -0.09 0.01 -0.0006
H -1.1733 0.0224 5.3650 -0.19 0.60 0.08 0.0135
H 9.5020 0.8079 -8.9762 -0.38 0.19 -0.07 0.0000
H 11.1483 -0.9974 -4.1447 0.36 -0.13 0.09 0.0000
H 2.5125 -0.4866 3.1982 0.31 0.02 0.25 -0.0023
H 4.0790 -1.4444 3.2349 0.12 0.47 -0.37 -0.0044
H -4.7403 0.0575 1.7217 0.45 -0.07 0.37 0.0184
H -9.8144 0.6653 5.4193 -0.25 0.30 0.29 0.0000
H -4.5382 2.8791 2.9040 0.33 0.21 -0.46 0.0006
H -2.8674 0.3328 4.6569 0.53 0.72 -0.24 -0.0034
H -6.3778 -3.5177 3.7178 -0.08 0.01 -0.21 0.0019
H 3.8143 1.5765 -2.6521 -0.37 -0.61 -0.13 0.0001
H -8.3732 2.5308 3.3757 -0.72 0.71 0.42 0.0005
H -6.7456 -1.7665 5.3446 0.23 0.06 -0.16 -0.0019

no.,total energy (Eh),molecular weight (g mol⁻¹)
1,-4093.55459,700.48
2,-2740.14320,608.47